Formula: C39H105N4O32P7
Source: the OMol25 dataset
Level of theory: the ωB97M-V functional and the def2-TZVPD basis

Each line ends with the Mulliken spin population.
Atoms and positions in Å:
1 C 7.174 1.092 -4.211  0.00
2 C 6.430 0.118 -3.258  0.00
3 C 5.266 -0.693 -3.779  0.00
4 C 4.714 -1.717 -2.685  0.00
5 C 3.438 -2.528 -3.130  0.00
6 C 2.944 -3.337 -1.899  0.00
7 H 6.587 1.803 -4.792  0.00
8 H 7.818 0.729 -5.012  0.00
9 H 7.794 1.595 -3.469  0.00
10 H 7.195 -0.543 -2.850  0.00
11 H 6.076 0.694 -2.403  0.00
12 H 5.401 -1.369 -4.624  0.00
13 H 4.472 -0.009 -4.080  0.00
14 H 5.486 -2.457 -2.473  0.00
15 H 4.515 -1.167 -1.765  0.00
16 H 2.696 -1.772 -3.387  0.00
17 H 3.695 -3.193 -3.954  0.00
18 H 2.038 -3.832 -2.250  0.00
19 H 3.557 -4.153 -1.517  0.00
20 H 2.611 -2.701 -1.080  0.00
21 C -2.759 -1.629 -5.798  0.00
22 C -1.527 -2.154 -6.434  0.00
23 O -0.404 -1.899 -6.020  0.00
24 N -1.707 -2.916 -7.531  0.00
25 C -0.612 -3.614 -8.263  0.00
26 H -2.509 -0.581 -5.637  0.00
27 H -2.890 -2.103 -4.825  0.00
28 H -3.660 -1.669 -6.411  0.00
29 H -2.616 -3.258 -7.808  0.00
30 H 0.212 -2.926 -8.455  0.00
31 H -0.943 -3.928 -9.252  0.00
32 H -0.199 -4.485 -7.753  0.00
33 C -6.533 2.520 -4.690  0.01
34 C -6.022 1.646 -3.566  -0.12
35 O -6.762 1.415 -2.631  0.38
36 N -4.740 1.238 -3.672  0.65
37 C -4.028 0.564 -2.617  0.05
38 H -7.508 2.185 -5.046  -0.01
39 H -5.845 2.441 -5.532  0.00
40 H -6.634 3.551 -4.350  -0.01
41 H -4.238 1.481 -4.513  -0.05
42 H -4.645 0.533 -1.719  0.01
43 H -3.213 1.255 -2.401  0.06
44 H -3.653 -0.374 -3.027  0.03
45 C 3.208 2.197 -2.445  0.00
46 C 4.344 3.133 -2.934  0.00
47 O 4.243 3.573 -4.044  0.00
48 N 5.300 3.446 -2.106  0.00
49 C 6.375 4.328 -2.497  0.00
50 H 3.492 1.154 -2.580  0.00
51 H 2.252 2.292 -2.959  0.00
52 H 3.059 2.363 -1.378  0.00
53 H 5.413 2.961 -1.228  0.00
54 H 6.374 5.254 -1.922  0.00
55 H 6.462 4.560 -3.558  0.00
56 H 7.344 3.869 -2.297  0.00
57 C -5.312 2.839 2.505  0.00
58 C -4.569 3.255 3.757  0.00
59 O -4.401 4.422 3.923  0.00
60 N -4.049 2.301 4.513  0.00
61 C -3.272 2.536 5.747  0.00
62 H -5.459 3.749 1.923  0.00
63 H -6.268 2.348 2.691  0.00
64 H -4.616 2.174 1.993  0.00
65 H -4.071 1.386 4.086  0.00
66 H -3.042 1.643 6.328  0.00
67 H -3.793 3.251 6.383  0.00
68 H -2.387 3.148 5.572  0.00
69 C 1.940 0.028 0.851  0.00
70 O 1.052 0.908 0.162  0.00
71 P -0.175 0.407 -0.841  0.00
72 O -0.916 1.432 -1.568  0.01
73 O 0.597 -0.736 -1.718  0.00
74 C 0.001 -1.404 -2.840  0.00
75 O -1.149 -0.473 0.078  0.00
76 C -2.321 0.077 0.593  0.00
77 H 1.844 -0.982 0.453  0.00
78 H 1.820 0.027 1.934  0.00
79 H 2.984 0.248 0.626  0.00
80 H -1.048 -1.226 -3.076  0.00
81 H 0.041 -2.480 -2.671  0.00
82 H 0.640 -1.314 -3.718  0.00
83 H -2.250 1.164 0.622  0.00
84 H -2.610 -0.266 1.587  0.00
85 H -3.136 -0.245 -0.056  0.00
86 C 2.637 4.081 2.787  0.00
87 O 1.374 3.882 2.294  0.00
88 P 0.304 2.965 3.097  0.00
89 O 0.924 1.757 3.687  0.00
90 O -0.356 3.987 4.193  0.00
91 C 0.351 4.562 5.263  0.00
92 O -0.901 2.723 1.999  0.00
93 C -1.502 3.814 1.435  0.00
94 H 3.463 3.535 2.330  0.00
95 H 2.732 3.863 3.851  0.00
96 H 2.836 5.153 2.803  0.00
97 H 1.187 3.929 5.560  0.00
98 H -0.355 4.672 6.086  0.00
99 H 0.805 5.541 5.108  0.00
100 H -1.212 4.777 1.854  0.00
101 H -2.573 3.729 1.618  0.00
102 H -1.336 3.984 0.371  0.00
103 C -4.132 5.199 -5.405  0.00
104 O -2.965 4.366 -5.130  0.00
105 P -2.481 3.298 -6.181  0.00
106 O -3.423 2.160 -6.339  0.00
107 O -2.326 4.210 -7.510  0.00
108 C -1.532 5.356 -7.534  0.00
109 O -0.901 2.964 -5.811  0.00
110 C -0.733 1.856 -4.942  0.00
111 H -4.953 5.122 -4.692  0.00
112 H -4.592 5.073 -6.386  0.00
113 H -3.881 6.252 -5.278  0.00
114 H -1.031 5.613 -6.601  0.00
115 H -2.095 6.197 -7.937  0.00
116 H -0.761 5.126 -8.270  0.00
117 H -0.621 0.976 -5.575  0.00
118 H -1.601 1.690 -4.303  0.00
119 H 0.138 2.004 -4.303  0.00
120 C 6.171 2.771 7.668  0.00
121 O 6.331 1.973 6.499  0.00
122 P 5.398 2.219 5.221  0.00
123 O 5.830 3.359 4.394  0.00
124 O 5.461 0.804 4.461  0.00
125 C 4.657 0.504 3.288  0.00
126 O 3.864 2.358 5.793  0.00
127 C 3.245 1.384 6.585  0.00
128 H 5.184 3.200 7.842  0.00
129 H 6.954 3.516 7.812  0.00
130 H 6.213 2.036 8.471  0.00
131 H 4.177 1.333 2.769  0.00
132 H 3.930 -0.294 3.436  0.00
133 H 5.473 0.243 2.614  0.00
134 H 2.461 0.895 6.006  0.00
135 H 2.699 1.912 7.366  0.00
136 H 3.932 0.607 6.918  0.00
137 C -4.457 -1.178 6.493  0.00
138 O -3.325 -1.245 5.619  0.00
139 P -3.532 -1.492 4.053  0.00
140 O -4.124 -0.280 3.398  0.00
141 O -1.995 -1.907 3.512  0.00
142 C -0.873 -0.977 3.550  0.00
143 O -4.470 -2.809 4.023  0.00
144 C -5.072 -3.183 2.787  0.00
145 H -4.593 -0.163 6.866  0.00
146 H -4.188 -1.824 7.328  0.00
147 H -5.410 -1.564 6.132  0.00
148 H -1.200 -0.041 4.004  0.00
149 H -0.466 -0.755 2.564  0.00
150 H -0.103 -1.400 4.194  0.00
151 H -4.540 -2.816 1.909  0.00
152 H -6.122 -2.905 2.702  0.00
153 H -5.036 -4.272 2.763  0.00
154 C -3.317 -3.721 -0.524  0.00
155 O -2.917 -4.520 0.586  0.00
156 P -2.062 -5.803 0.204  0.00
157 O -0.940 -5.644 -0.776  0.00
158 O -3.194 -6.878 -0.055  0.00
159 C -2.974 -8.225 -0.344  0.00
160 O -1.600 -6.275 1.726  0.00
161 C -2.540 -6.323 2.829  0.00
162 H -4.325 -4.019 -0.813  0.00
163 H -2.666 -3.800 -1.395  0.00
164 H -3.330 -2.700 -0.143  0.00
165 H -3.441 -8.299 -1.326  0.00
166 H -3.486 -8.872 0.368  0.00
167 H -1.930 -8.527 -0.437  0.00
168 H -2.377 -5.450 3.460  0.00
169 H -2.389 -7.227 3.418  0.00
170 H -3.547 -6.383 2.415  0.00
171 C 1.040 -4.936 3.879  0.00
172 O 2.145 -4.870 3.077  0.00
173 P 2.586 -3.433 2.398  0.00
174 O 3.635 -3.626 1.351  0.00
175 O 3.080 -2.594 3.650  0.00
176 C 4.067 -3.041 4.523  0.00
177 O 1.201 -2.703 1.943  0.00
178 C 0.366 -3.255 0.920  0.00
179 H 0.343 -4.183 3.509  0.00
180 H 1.246 -4.689 4.920  0.00
181 H 0.556 -5.912 3.887  0.00
182 H 4.793 -2.237 4.650  0.00
183 H 4.620 -3.908 4.161  0.00
184 H 3.611 -3.211 5.498  0.00
185 H 0.774 -4.197 0.554  0.00
186 H 0.195 -2.575 0.086  0.00
187 H -0.599 -3.587 1.304  0.00

Cartesian forces (eV/Å) of the 3 atoms listed first:
C -0.08 0.17 0.48
C 0.51 -0.35 -1.13
C -1.22 -1.52 1.02

## Properties
LUMO energy (spin up / spin down) ... -2.5 / -8.2 eV
HOMO (spin up / spin down) ... -10.56 / -10.56 eV
Net charge ... +1
Spin multiplicity ... 2

=====

Formula: C3H13N2O
Source: the OMol25 dataset
Level of theory: the ωB97M-V functional and the def2-TZVPD basis

Each line ends with the Mulliken spin population.
Atoms and positions in Å:
1 C -1.042 -0.505 1.827  0.16
2 N 0.215 0.163 2.240  0.60
3 C -0.771 -1.176 0.466  0.67
4 N 0.199 -0.368 -0.386  -0.20
5 C 0.182 -0.448 -1.872  0.78
6 H -1.854 0.197 1.720  -0.22
7 H -1.149 -1.352 2.509  -0.05
8 H 0.104 1.131 2.569  -0.15
9 H 0.483 -0.173 3.168  -0.13
10 H -1.698 -1.068 -0.125  0.24
11 H -0.362 -2.190 0.475  -0.47
12 H 0.197 0.625 -0.082  0.27
13 H 1.121 -0.759 -0.049  -0.27
14 H -0.376 -1.327 -2.195  -0.05
15 H 1.203 -0.631 -2.217  -0.26
16 H -0.199 0.454 -2.326  -0.04
17 H 1.915 2.140 -1.642  -0.09
18 H 0.836 3.108 -2.123  -0.06
19 O 0.996 2.179 -1.955  0.27

Cartesian forces (eV/Å) of the 3 atoms listed first:
C 2.18 -0.71 -0.48
N 0.21 0.82 1.78
C -1.37 1.40 -1.68

## Properties
LUMO energy (spin up / spin down) ... 1.0 / 0.7 eV
HOMO (spin up / spin down) ... -2.75 / -10.01 eV
Relative energy (zero: lowest compared OMol25 entry of this formula, charge and spin) ... 107.88 kJ/mol
Net charge ... 0
Spin multiplicity ... 2

=====

Formula: C21H40CuN4O12
Source: the OMol25 dataset
Level of theory: the ωB97M-V functional and the def2-TZVPD basis

Each line ends with the Mulliken spin population.
Atoms and positions in Å:
1 Cu 1.027 0.195 -1.962  0.03
2 C -4.385 1.527 1.560  0.00
3 C -4.073 0.083 1.975  0.00
4 N -4.080 -0.779 0.825  0.00
5 C -5.179 -1.212 0.088  0.00
6 C -4.707 -2.186 -0.850  0.00
7 N -3.369 -2.340 -0.638  0.00
8 C -2.997 -1.520 0.419  0.00
9 C -2.519 -3.273 -1.277  0.00
10 H -4.221 2.208 2.395  0.00
11 H -5.451 1.559 1.333  0.00
12 H -3.866 1.917 0.685  0.00
13 H -4.729 -0.387 2.707  0.00
14 H -3.064 0.162 2.381  0.00
15 H -6.138 -0.845 0.423  0.00
16 H -5.111 -2.866 -1.586  0.00
17 H -1.957 -1.499 0.709  0.00
18 H -1.809 -3.728 -0.587  0.00
19 H -1.864 -2.740 -1.967  0.00
20 H -3.083 -3.960 -1.908  0.00
21 N 0.879 -0.118 1.370  0.00
22 O 0.260 -0.570 2.294  0.00
23 O 0.472 -0.268 0.228  0.00
24 O 2.008 0.432 1.538  0.00
25 C -3.092 -0.122 -3.601  0.11
26 C -3.505 0.097 -4.879  -0.03
27 C -2.503 0.626 -5.931  0.04
28 O -2.771 0.973 -7.134  0.34
29 C -1.188 0.884 -5.590  0.36
30 C -0.710 0.691 -4.232  0.07
31 C -1.734 0.153 -3.137  -0.09
32 O -1.244 0.037 -1.984  -0.02
33 O 0.427 1.056 -3.853  0.17
34 O -4.751 -0.223 -5.106  0.02
35 H -3.718 -0.584 -2.852  0.01
36 H -0.463 1.231 -6.311  -0.01
37 C -0.374 2.781 -0.370  0.00
38 O 0.694 2.207 -1.121  0.00
39 C 1.751 3.111 -1.432  0.00
40 C 2.612 2.607 -2.619  0.00
41 N 2.923 1.203 -2.579  0.01
42 C 3.862 1.090 -1.447  0.00
43 C 4.037 -0.401 -1.183  0.00
44 O 2.740 -1.073 -1.163  0.00
45 C 2.765 -2.401 -0.635  0.00
46 H -1.182 2.051 -0.427  0.00
47 H -0.915 3.625 -0.798  0.00
48 H 0.002 2.955 0.638  0.00
49 H 2.355 3.222 -0.532  0.00
50 H 1.373 4.122 -1.579  0.00
51 H 3.500 3.237 -2.677  0.00
52 H 2.022 2.847 -3.504  0.00
53 H 3.481 1.008 -3.398  0.00
54 H 3.497 1.458 -0.488  0.00
55 H 4.818 1.567 -1.664  0.00
56 H 4.487 -0.575 -0.205  0.00
57 H 4.684 -0.873 -1.923  0.00
58 H 3.052 -2.346 0.415  0.00
59 H 3.448 -3.122 -1.084  0.00
60 H 1.750 -2.796 -0.675  0.00
61 C 3.027 -1.551 4.666  0.00
62 O 2.290 -0.388 4.414  0.00
63 H 2.273 -2.334 4.748  0.00
64 H 3.761 -1.751 3.886  0.00
65 H 3.480 -1.485 5.655  0.00
66 H 1.748 -0.480 3.627  0.00
67 C -1.296 -1.915 5.053  0.00
68 O -1.801 -1.438 3.795  0.00
69 H -0.267 -1.643 5.291  0.00
70 H -1.930 -1.551 5.861  0.00
71 H -1.382 -2.997 5.159  0.00
72 H -1.030 -1.040 3.382  0.00
73 C 4.651 1.503 3.573  0.00
74 O 4.635 1.235 2.143  0.00
75 H 4.963 0.603 4.101  0.00
76 H 5.349 2.311 3.794  0.00
77 H 3.629 1.762 3.849  0.00
78 H 3.723 1.047 1.907  0.00

Cartesian forces (eV/Å) of the 3 atoms listed first:
Cu -0.06 -0.21 0.20
C -1.51 -0.17 0.39
C 0.94 1.51 0.07

## Properties
LUMO energy (spin up / spin down) ... -0.5 / -2.3 eV
HOMO (spin up / spin down) ... -7.54 / -7.29 eV
Net charge ... 0
Spin multiplicity ... 2

=====

Formula: C5H5OPS
Source: the OMol25 dataset
Level of theory: the ωB97M-V functional and the def2-TZVPD basis

Each line ends with the natural charge from an NBO analysis.
Atoms and positions in Å:
1 C 1.073 -0.462 -0.698  -0.23
2 C 0.729 -1.592 0.163  -0.28
3 C 0.337 0.598 -1.044  -0.19
4 C 0.223 -1.539 1.397  -0.45
5 C -1.097 0.853 -0.756  -0.56
6 O -0.450 0.381 3.307  -0.96
7 P -0.320 0.158 1.886  1.61
8 S -1.298 1.951 0.742  -0.08
9 H 2.097 -0.499 -1.061  0.22
10 H 1.074 -2.556 -0.195  0.23
11 H 0.840 1.384 -1.597  0.22
12 H -1.559 1.392 -1.583  0.24
13 H -1.649 -0.067 -0.562  0.23

Cartesian forces (eV/Å) of the 3 atoms listed first:
C 0.27 0.19 -0.44
C 0.13 0.27 -0.17
C 0.26 -0.04 -0.22

## Properties
LUMO energy (spin up / spin down) ... -1.2 / -1.2 eV
HOMO (spin up / spin down) ... -8.92 / -8.92 eV
Relative energy (zero: lowest compared OMol25 entry of this formula, charge and spin) ... 46.53 kJ/mol
Net charge ... 0
Spin multiplicity ... 1